ORCA calculation (ωB97M-V/def2-TZVPD) on C11H14O2 as an isolated structure.

Structure (XYZ):
```
27
Properties=species:S:1:pos:R:3:forces:R:3:nbo_charge:R:1
C -0.2732 -0.3240 3.4654 2.00 -1.15 1.23 -0.61
C 0.6215 -0.4656 2.1361 3.23 1.31 0.07 -0.26
C 1.7585 0.6742 2.3498 1.81 -0.58 0.24 -0.64
C 0.0121 -0.2932 0.6959 1.82 3.37 1.17 -0.13
C 0.4162 0.8694 -0.0166 -2.34 -0.76 -2.60 -0.17
C -0.0423 1.0914 -1.4004 2.62 -1.31 0.70 0.21
C -0.0382 1.3267 -3.7697 -0.67 2.50 0.68 -0.09
C -0.9532 0.0439 -3.5344 1.40 0.73 0.65 -0.46
C -0.7759 0.0539 -1.8540 -4.22 -3.59 -3.90 -0.02
C -1.4402 -1.0352 -1.1221 2.44 0.35 -0.04 -0.26
C -0.7952 -1.2352 0.1146 -1.46 0.82 -1.37 0.30
H -0.4479 0.8952 4.0547 0.53 -4.26 -2.32 0.26
H -1.0645 -0.8134 2.8967 -1.67 0.32 1.87 0.21
H 0.3167 -1.2873 4.3842 -2.13 3.38 -2.75 0.20
H 1.0973 -1.4896 2.0591 -0.46 0.94 0.72 0.21
H 1.0618 1.5774 2.1926 2.09 -0.76 0.84 0.21
H 2.2933 0.5863 3.3836 -1.91 0.31 -1.28 0.22
H 2.8330 0.6862 1.7466 -3.31 0.00 0.43 0.22
H 0.9741 1.6259 0.4260 1.02 0.85 0.52 0.22
H 0.9045 1.0272 -4.2799 -1.12 0.69 -0.41 0.21
H -0.6343 2.3582 -4.1151 1.73 -3.06 0.24 0.20
H -2.0397 0.0598 -3.9014 1.59 0.50 0.79 0.23
H -0.4365 -0.7925 -4.2069 -1.04 1.21 2.22 0.22
H -2.1109 -1.9292 -1.4763 1.46 2.26 0.17 0.25
H -0.7215 -2.7038 1.5197 0.43 0.97 -0.20 0.50
O 0.6047 1.8437 -2.4642 -2.42 -1.81 1.18 -0.53
O -1.1201 -2.3502 0.7159 -1.44 -3.23 1.15 -0.69
```
Forces are in eV/Å.

Calculated values
- LUMO (eV) = 0.55
- energy (eV) = -15721.771

---

ORCA calculation (ωB97M-V/def2-TZVPD) on a 9-piece molecular cluster, C22H65N3O14 overall.

Structure (XYZ):
```
104
Properties=species:S:1:pos:R:3:forces:R:3:lowdin_charge:R:1
C 1.2313 -0.3469 -4.0102 -0.38 0.73 0.72 -0.10
O 0.8082 0.4891 -5.0690 0.14 -0.48 -0.12 -0.18
C 0.1916 1.6730 -4.6165 0.63 0.23 0.13 -0.23
C -1.2604 1.5492 -4.2071 0.19 -0.10 -0.39 -0.21
N -2.1090 1.2126 -5.3547 -0.20 1.42 -0.08 -0.04
C -3.4691 1.7613 -5.2679 0.15 -1.25 0.48 -0.22
C -4.1623 1.9142 -6.6211 -0.11 -0.34 1.16 -0.23
O -4.0772 0.7737 -7.4198 0.30 -0.57 -0.70 -0.19
C -4.7874 -0.3664 -6.9888 0.10 0.57 0.78 -0.11
H 1.7465 -1.2259 -4.3819 -0.15 -0.05 -0.23 0.09
H 0.3830 -0.6215 -3.3648 0.05 -0.36 -0.20 0.08
H 1.9074 0.2027 -3.3484 0.24 -0.06 -0.15 0.06
H 0.3141 2.3882 -5.4316 -0.43 -0.07 -0.16 0.12
H 0.7546 2.1319 -3.7871 0.06 -0.35 0.11 0.11
H -1.4481 2.5566 -3.8193 -0.63 -0.13 -0.10 0.12
H -1.4309 0.8330 -3.3968 0.33 0.22 0.18 0.09
H -2.1574 0.2112 -5.4552 0.08 -0.07 -0.17 0.11
H -3.5012 2.7198 -4.7488 0.31 0.09 -0.13 0.11
H -4.0418 1.0705 -4.6179 -0.36 0.36 -0.16 0.10
H -3.6926 2.7220 -7.1712 -0.13 0.11 -0.18 0.12
H -5.2143 2.1142 -6.3685 -0.06 0.40 -0.36 0.12
H -4.5923 -0.5836 -5.9235 0.01 -0.03 -0.23 0.07
H -4.4201 -1.2066 -7.5712 -0.27 0.00 -0.15 0.09
H -5.8722 -0.2049 -7.0763 0.12 -0.22 -0.22 0.09
C -0.4126 3.3719 5.9752 -0.45 0.68 -0.34 -0.10
O -0.8655 4.2276 4.9286 -0.56 -0.37 0.43 -0.19
C 0.1250 4.7531 4.1149 1.84 0.72 -0.57 -0.25
C 0.9251 3.7042 3.3683 -0.16 -0.79 -0.95 -0.22
N 0.0398 2.8957 2.5298 0.39 0.53 -0.52 -0.04
C 0.5990 1.6785 1.9524 -0.48 0.21 0.91 -0.19
C 2.0903 1.6817 1.6940 0.21 -1.42 0.36 -0.22
O 2.7118 1.2621 2.9043 0.04 0.18 0.74 -0.21
C 4.0336 0.7932 2.7657 0.03 1.19 -0.90 -0.09
H 0.3028 3.9208 6.5976 0.11 -0.28 0.03 0.09
H 0.0049 2.4357 5.5947 0.13 0.08 0.06 0.08
H -1.3148 3.1681 6.5519 0.18 -0.12 0.15 0.08
H 0.8945 5.3387 4.6527 -0.32 -0.10 0.50 0.12
H -0.3135 5.4915 3.4457 -0.43 -0.32 -0.17 0.12
H 1.5654 3.1353 4.0645 -0.42 -0.17 0.10 0.11
H 1.6531 4.1044 2.6528 -0.06 0.76 0.45 0.12
H -0.8906 2.7843 2.8991 0.03 -0.25 0.18 0.08
H 0.0978 1.3788 1.0303 -0.22 0.32 -0.05 0.10
H 0.4362 0.8845 2.6950 0.21 -0.47 -0.32 0.12
H 2.5263 2.5984 1.2932 -0.14 0.10 0.01 0.12
H 2.2691 0.8509 0.9947 0.05 0.43 -0.33 0.08
H 4.0802 0.1251 1.8948 0.23 -0.31 0.37 0.06
H 4.3871 0.3586 3.6912 -0.25 -0.39 0.00 0.08
H 4.7009 1.6437 2.5406 0.03 -0.13 -0.02 0.09
C -3.2870 -3.5496 -1.0727 -0.61 0.15 0.37 -0.09
O -2.4772 -2.7961 -0.2028 0.79 -0.34 -0.50 -0.22
C -2.7224 -3.0648 1.1458 -1.53 -0.35 0.48 -0.26
C -1.9691 -2.1130 2.0324 -0.32 0.39 0.00 -0.18
N -2.3527 -0.7280 1.8559 -0.15 0.47 -0.98 -0.06
C -3.7573 -0.3306 2.0199 0.83 -1.29 0.36 -0.20
C -3.6973 1.1832 2.2309 -0.01 -0.67 -0.06 -0.20
O -2.7118 1.5022 3.1844 -0.06 0.30 0.52 -0.24
C -3.1600 1.3004 4.5242 -0.05 0.56 -0.34 -0.06
H -3.1104 -3.2758 -2.1099 0.30 0.14 0.04 0.09
H -4.3284 -3.3004 -0.8300 -0.14 -0.31 -0.18 0.09
H -3.1350 -4.6263 -0.9599 0.02 -0.06 0.03 0.09
H -2.5531 -4.0964 1.4866 0.68 -0.03 -0.46 0.11
H -3.8211 -3.0430 1.2931 0.09 0.63 0.17 0.12
H -0.9197 -2.1713 1.7403 0.08 -0.26 0.41 0.11
H -2.1307 -2.4477 3.0720 0.27 -0.12 -0.10 0.13
H -1.7689 -0.0906 2.3823 0.03 -0.27 0.07 0.09
H -4.1746 -0.9809 2.8169 -0.35 0.74 0.09 0.11
H -4.3182 -0.5834 1.1108 -0.04 0.24 0.08 0.11
H -4.6406 1.6536 2.5121 -0.18 -0.10 -0.23 0.13
H -3.3335 1.5339 1.2661 -0.08 0.58 0.08 0.12
H -3.9242 2.0486 4.7798 0.00 -0.16 -0.08 0.10
H -2.3028 1.4934 5.1644 -0.01 -0.29 0.03 0.07
H -3.5798 0.2993 4.6614 0.20 0.02 0.11 0.09
O 5.3957 -4.6579 2.0561 0.12 0.02 -0.87 -0.05
C 5.4441 -3.4912 1.2388 1.00 1.15 0.13 -0.24
C 6.2242 -2.3755 1.9549 -1.12 0.45 -0.99 -0.25
O 5.6380 -2.0515 3.2035 0.46 -0.68 0.04 -0.07
H 5.9193 -5.3220 1.5931 -0.15 -0.10 0.33 0.09
H 5.9523 -3.5724 0.2669 0.03 -0.78 0.15 0.12
H 4.4589 -3.1091 0.9674 -0.26 -0.31 0.55 0.09
H 6.0798 -1.5153 1.2846 0.19 0.15 0.33 0.11
H 7.3045 -2.5520 1.9954 -0.09 -0.30 0.28 0.12
H 5.6225 -2.8994 3.6790 -0.14 0.38 0.06 0.09
O 0.4609 -2.4196 -0.9681 0.30 -0.29 0.19 -0.09
C 1.0853 -1.3125 -0.2914 -0.59 -1.25 -0.66 -0.21
C 2.5983 -1.4328 -0.4017 0.33 0.55 0.40 -0.21
O 3.1341 -0.4845 -1.3388 0.21 -0.36 0.57 -0.09
H -0.5012 -2.2866 -0.9828 0.17 0.22 0.18 0.05
H 0.6472 -0.4378 -0.7870 0.56 0.37 0.58 0.10
H 0.8576 -1.3714 0.7833 -0.28 0.36 -0.23 0.11
H 2.9511 -2.4448 -0.6339 -0.54 -0.01 -0.29 0.12
H 2.9896 -1.2422 0.6128 0.09 0.21 -0.30 0.09
H 4.1001 -0.5790 -1.2876 -0.33 -0.17 -0.20 0.05
O 1.9422 2.1795 -1.3983 -0.10 0.32 -0.01 -0.05
H 1.4330 1.3769 -1.5539 0.13 0.01 -0.03 0.00
H 2.8195 1.8490 -1.1792 -0.11 -0.18 -0.04 0.03
O -0.1451 -5.0128 1.3302 0.24 0.02 -0.20 -0.05
H 0.4004 -4.6828 0.5996 -0.18 0.05 0.16 0.04
H -1.0110 -5.1507 0.9355 0.10 -0.02 -0.06 0.01
O -1.8370 -0.3117 -1.3890 0.03 0.44 -0.03 -0.05
H -1.9461 0.1359 -0.5334 0.03 -0.42 -0.02 0.04
H -2.6913 -0.7225 -1.5576 0.09 -0.04 0.17 0.04
O 5.9278 -0.8737 -2.0090 0.05 0.34 -0.19 -0.05
H 5.6744 -0.0628 -2.4756 0.18 -0.21 0.03 0.06
H 6.5006 -1.3377 -2.6318 -0.13 -0.01 0.12 0.06
```
Forces are in eV/Å.

Calculated values
- LUMO (eV) = 0.21
- structure (SMILES) = COCCNCCOC.COCCNCCOC.COCCNCCOC.OCCO.OCCO.O.O.O.O
- energy (eV) = -56997.458

---

ORCA calculation (ωB97M-V/def2-TZVPD) on an isolated ion of composition C4H8N3 and charge +1.

Structure (XYZ):
```
15
Properties=species:S:1:pos:R:3:forces:R:3:nbo_charge:R:1
C 1.1580 1.3950 0.5655 1.19 1.14 -1.44 0.16
N 1.2225 0.4350 -0.2137 -0.84 -1.72 0.04 -0.26
C -0.0180 -0.3729 -0.1782 1.32 0.04 -1.22 0.17
C 0.0577 -1.8937 -0.7115 0.61 1.53 1.69 -0.35
C -0.4578 -0.8300 -1.5555 1.84 1.00 -1.60 -0.42
N -0.9584 0.3489 0.7622 1.86 1.22 -1.56 -0.43
N -0.0879 1.5495 1.2715 -3.42 -2.66 -3.18 -0.42
H 1.8903 2.1937 0.7644 -0.20 -0.59 -0.27 0.24
H -0.6707 -2.5227 -0.3512 -1.64 -1.28 1.21 0.23
H 0.9876 -2.4321 -0.8177 0.37 0.63 -0.19 0.26
H -1.4989 -0.8089 -1.7752 -0.61 0.01 -0.17 0.25
H 0.2514 -0.6076 -2.3961 -1.10 0.41 0.79 0.25
H -1.3794 -0.1722 1.4953 0.16 -0.43 1.20 0.40
H -0.7230 2.3064 0.9745 0.82 0.35 0.94 0.48
H 0.2266 1.4118 2.1657 -0.37 0.36 3.77 0.44
```
Forces are in eV/Å.

Calculated values
- LUMO (eV) = -3.66
- structure (SMILES) = C1=NC2(CC2)N[NH2+]1
- energy (eV) = -8737.280
- charge = +1

---

ORCA calculation (ωB97M-V/def2-TZVPD) on one molecule with the formula C4H8O2.

Structure (XYZ):
```
14
Properties=species:S:1:pos:R:3:forces:R:3:nbo_charge:R:1
C 0.6824 0.0606 1.4959 -0.11 -0.25 -0.66 -0.62
C -0.2512 -0.2215 0.2637 -0.61 -0.09 -1.28 -0.21
C 0.3669 -1.3268 -0.9230 1.13 -0.20 3.55 0.32
O 1.1964 -1.8080 -0.1926 2.09 -2.28 -0.91 -0.55
C -0.5728 1.0303 -0.4736 -0.05 0.44 0.24 -0.09
O -1.6178 0.7966 -1.3900 -0.07 0.23 -0.56 -0.71
H 0.9411 -0.8321 2.0729 -0.14 0.09 -0.36 0.24
H 0.1644 0.7488 2.1949 -0.02 -0.30 -0.57 0.21
H 1.6201 0.5497 1.2079 -0.16 -0.14 -0.09 0.21
H -1.1452 -0.7195 0.6433 -0.17 0.15 -0.25 0.22
H 0.3904 -1.9165 -1.9496 -1.32 1.99 0.94 0.18
H -0.9055 1.8117 0.2095 -0.05 0.14 -0.04 0.18
H 0.3614 1.3673 -0.9552 -0.35 0.21 -0.02 0.16
H -1.2306 0.4594 -2.2041 -0.16 0.01 0.01 0.47
```
Forces are in eV/Å.

Calculated values
- LUMO (eV) = 0.81
- structure (SMILES) = C[C@H](C=O)CO
- energy (eV) = -8369.837

---

ORCA calculation (ωB97M-V/def2-TZVPD) on an isolated ion of composition C5H13OS2 and charge -1.

Structure (XYZ):
```
21
Properties=species:S:1:pos:R:3:forces:R:3:nbo_charge:R:1
C 0.7143 3.8616 -0.8951 0.71 0.22 -0.01 -0.62
C -0.0190 2.5850 -0.5174 -0.13 -0.68 -0.50 -0.54
S -0.4570 1.6158 -1.9979 -0.80 0.91 -1.63 -0.44
S 0.3936 -0.5281 -1.1770 -0.56 1.73 1.37 0.09
H 0.0462 4.4440 -1.5634 0.55 -0.05 0.48 0.20
H 1.6531 3.6391 -1.4585 -0.71 0.11 0.33 0.20
H 1.0101 4.4356 0.0234 -0.37 -0.18 -0.71 0.18
H -0.9622 2.8788 -0.0375 0.29 -0.29 0.27 0.18
H 0.5793 1.8975 0.1081 -0.23 0.39 0.14 0.20
H 1.4676 -0.1706 -1.8764 0.57 -0.13 0.50 0.11
C 0.7356 -2.5466 0.4109 0.85 -0.63 2.12 -0.06
O 1.1339 -1.1841 0.3787 0.24 -2.09 -1.10 -0.76
C -0.7832 -2.7488 0.5892 0.45 0.67 -0.23 -0.45
C -1.2949 -1.6434 1.5011 -0.64 0.05 1.39 -0.61
H 1.3119 -3.0601 1.2560 -0.77 0.57 -0.61 0.14
H 1.0363 -3.0607 -0.4716 0.43 -0.46 -0.99 0.15
H -1.0546 -3.7769 0.8636 0.29 0.22 0.41 0.19
H -1.2292 -2.6126 -0.3922 -0.21 0.08 -0.20 0.21
H -2.3203 -1.8638 1.8826 0.57 0.16 -0.26 0.18
H -1.3264 -0.6830 0.9708 0.03 -0.31 0.12 0.24
H -0.6352 -1.4787 2.4027 -0.57 -0.30 -0.90 0.20
```
Forces are in eV/Å.

Calculated values
- LUMO (eV) = 3.72
- energy (eV) = -29112.657
- charge = -1

---

ORCA calculation (ωB97M-V/def2-TZVPD) on one molecule with the formula C2H6F2NP.

Structure (XYZ):
```
12
Properties=species:S:1:pos:R:3:forces:R:3:nbo_charge:R:1
C 1.3966 0.1241 0.9630 1.45 0.72 -1.08 -0.70
C 0.5959 -0.3004 -0.2496 -3.06 -0.19 0.16 0.82
F 0.6689 0.5761 -1.2742 1.00 0.37 -0.39 -0.34
F 1.0192 -1.5316 -0.7152 0.65 0.49 0.10 -0.35
N -0.8085 -0.4292 -0.0359 -3.07 -0.89 2.04 -0.96
P -2.3599 0.5106 -0.3563 2.63 -1.47 -0.81 0.51
H 2.0498 0.9124 0.5141 0.28 -0.86 0.62 0.24
H 0.8818 0.6841 1.7576 -0.31 -0.85 -0.37 0.24
H 1.9558 -0.7781 1.2752 -0.12 0.88 0.30 0.24
H -1.0625 -1.1039 0.7253 0.89 0.92 -1.00 0.38
H -1.6414 1.5331 -1.0124 -0.38 0.22 -0.12 -0.03
H -2.6957 -0.1971 -1.5916 0.04 0.67 0.55 -0.04
```
Forces are in eV/Å.

Calculated values
- LUMO (eV) = 0.87
- structure (SMILES) = CC(F)(F)NP
- energy (eV) = -18384.393

---

ORCA calculation (ωB97M-V/def2-TZVPD) on C4H7N2S as an isolated structure.

Structure (XYZ):
```
14
Properties=species:S:1:pos:R:3:forces:R:3:nbo_charge:R:1
C -0.4718 0.5278 -0.0811 -3.55 3.29 1.25 0.52
C -1.7609 1.9134 0.1297 1.28 -2.24 -2.72 -0.36
C 1.0639 -0.9595 -0.8155 1.29 -0.48 0.21 -0.25
C 0.8887 -1.0920 0.7222 0.27 -1.11 0.62 -0.25
N 0.1802 0.2208 -1.1673 0.88 -1.83 -0.43 -0.57
N -0.2010 -0.1787 0.9952 0.33 0.14 -3.55 -0.54
S -2.3560 2.4244 1.4857 0.53 -0.36 -0.26 0.33
H -2.0675 2.1384 -0.9567 0.49 -0.04 1.87 0.23
H 2.1097 -0.5911 -0.9423 -0.76 -0.84 -0.54 0.24
H 0.8544 -1.9704 -1.3111 0.11 1.90 0.14 0.25
H 0.7890 -2.1727 1.1104 -0.15 1.87 -0.63 0.25
H 1.6541 -0.5603 1.2577 1.25 -0.69 0.04 0.22
H 0.1168 0.5043 -2.1664 -0.36 0.21 1.58 0.47
H -0.7997 -0.2044 1.7395 -1.61 0.18 2.42 0.44
```
Forces are in eV/Å.

Calculated values
- LUMO (eV) = -4.98
- energy (eV) = -18067.888
- charge = +1

---

For reference, energy relative to the best compared isomer or geometry (same formula, charge and spin) by record: 175.2, 47.0, 126.9, 79.4, 31.6, 46.6, 57.8 kcal/mol.
For reference, strongest force on any atom by record: 0.132, 0.040, 0.105, 0.073, 0.046, 0.074, 0.097 Eh/bohr.
For reference, Kohn-Sham gap by record: 8.5, 8.0, 10.3, 9.7, 5.9, 10.0, 8.6 eV.